C2H4ClN2 | the ωB97M-V functional and the def2-TZVPD basis

Last column: Löwdin charge in e.
Element x y z (Å)
Cl 0.299 2.502 -0.230  0.830
N -1.941 2.090 0.257  0.238
N -1.785 0.978 0.328  -0.064
C 0.784 0.895 -0.226  -0.393
C -1.024 -0.072 0.231  -0.031
H -1.122 -0.868 -0.436  0.110
H 1.433 0.508 0.637  0.107
H -0.793 -0.680 1.079  0.123
H 0.930 0.586 -1.295  0.079

Computed properties:
Energy above the lowest of the compared OMol25 structures with the same formula, charge and spin: 2.739 eV
Net charge: +1
LUMO level: -5.6 eV
Gap between HOMO and LUMO: 10.91 eV
HOMO energy: -16.49 eV